15
Properties=species:S:1:pos:R:3:forces:R:3:nbo_charge:R:1 method="wB97M-V/def2-TZVPD" relative_energy_kcal_mol=38.7 spin_multiplicity=1
C -2.6497 -0.2501 0.1164 -0.891 1.269 0.048 -0.41
N -1.2396 -0.1972 -0.2050 -0.900 -0.921 -0.124 -0.63
C -0.5349 0.9454 -0.0598 0.328 0.681 -0.003 0.24
N 0.7449 0.9905 -0.0415 -0.438 0.652 0.315 -0.36
N 1.3151 -0.2996 -0.0908 0.495 0.018 0.368 -0.51
C 2.7553 -0.1806 0.1326 0.066 -0.735 -0.981 -0.40
H -3.1004 -1.2188 -0.1317 0.283 0.316 -0.135 0.21
H -3.1879 0.5739 -0.4393 0.470 -1.013 0.383 0.20
H -2.8545 -0.0494 1.1847 0.127 -0.197 -0.246 0.18
H -0.7178 -1.0319 0.0174 0.207 0.022 0.050 0.40
H -1.1162 1.8805 0.0097 0.431 -0.450 -0.084 0.18
H 1.1828 -0.6317 -1.0369 -0.050 -0.298 -0.270 0.34
H 3.2111 0.4480 -0.6380 0.163 0.091 0.155 0.18
H 2.9899 0.2025 1.1015 -0.160 0.414 0.617 0.20
H 3.2019 -1.1817 0.0805 -0.133 0.150 -0.096 0.19


30
Properties=species:S:1:pos:R:3:forces:R:3:nbo_charge:R:1 method="wB97M-V/def2-TZVPD" relative_energy_kcal_mol=0.0 charge=-1 spin_multiplicity=1
C -3.8360 0.1799 -0.4693 -0.175 -0.020 0.015 -0.25
C -3.0172 -0.6112 -1.2586 -0.130 0.038 -0.179 -0.24
C -3.3182 0.7345 0.6904 -0.317 0.128 -0.017 -0.23
C -1.6937 -0.8184 -0.9189 0.132 0.067 0.080 -0.15
C -1.9957 0.5303 1.0294 0.269 -0.078 -0.103 -0.22
C -1.1404 -0.2312 0.2227 -0.528 0.129 -0.083 0.00
C 0.4111 4.3018 0.5004 -0.134 -0.249 -0.199 -0.26
C -0.0851 3.3193 0.0349 0.151 0.350 0.224 -0.21
C 0.3778 -1.9917 1.2522 -0.089 1.548 -0.377 0.80
C 2.6897 -0.0459 0.3611 -0.039 -0.002 -0.152 -0.60
C 1.5283 -1.2951 -1.4679 -0.061 0.070 -0.034 -0.63
C 1.3696 -0.2131 -0.3951 0.054 0.148 -0.034 -0.19
C 0.2539 -0.4648 0.6487 0.535 -0.830 0.411 -0.39
O -0.0467 -2.8895 0.5284 -0.418 -0.745 -0.616 -0.77
O 0.8999 -2.0255 2.3633 0.519 -0.163 1.012 -0.76
H -4.8724 0.3432 -0.7428 0.018 -0.003 0.013 0.19
H -3.4194 -1.0742 -2.1522 0.006 -0.027 -0.011 0.20
H -3.9580 1.3298 1.3323 0.033 0.015 0.018 0.20
H -1.0850 -1.4736 -1.5157 0.069 -0.092 -0.058 0.22
H -1.6086 0.9588 1.9439 0.093 0.046 0.063 0.21
H 0.8505 5.1673 0.8994 0.235 0.434 0.214 0.22
H 0.4716 0.1832 1.5057 -0.080 -0.052 -0.129 0.21
H -0.5347 2.4394 -0.3258 -0.261 -0.539 -0.223 0.25
H 2.8411 -0.9003 1.0176 0.065 -0.058 0.110 0.23
H 3.5331 0.0226 -0.3301 0.006 0.028 -0.023 0.18
H 2.6750 0.8576 0.9677 -0.001 0.061 0.151 0.20
H 1.3692 -2.2793 -1.0363 0.006 -0.100 -0.045 0.25
H 2.5291 -1.2540 -1.9001 0.065 0.072 -0.064 0.18
H 0.8173 -1.1549 -2.2814 -0.036 -0.072 -0.055 0.19
H 1.1565 0.7393 -0.9106 0.016 -0.103 0.090 0.17


50
Properties=species:S:1:pos:R:3:forces:R:3:nbo_charge:R:1 method="wB97M-V/def2-TZVPD" relative_energy_kcal_mol=61.2 charge=+1 spin_multiplicity=1
C 0.1367 2.5066 1.1269 0.137 -0.791 1.184 -0.66
C -0.4819 1.1207 0.9443 0.032 0.959 0.922 -0.03
C 0.2198 -0.0137 1.7544 -1.121 1.220 -1.623 -0.43
C 1.1637 -0.7027 0.7431 1.133 -0.696 1.330 -0.43
N -0.2797 -3.4957 -1.3826 -0.237 0.495 -0.177 -0.81
C -0.0023 -2.2427 -0.8184 0.254 -0.738 0.962 0.02
C 0.8091 -2.0761 0.2324 -0.871 0.718 0.058 -0.31
N -1.9441 1.1746 1.3041 1.461 -0.725 -0.445 -0.69
H -0.5384 3.2806 0.7589 0.558 0.108 -0.720 0.21
H 0.3458 2.8042 2.1641 -0.400 -0.471 0.163 0.21
H 1.1327 2.3690 0.7155 -0.169 0.901 -0.527 0.27
H -0.4534 0.9435 -0.1268 -0.146 -0.302 0.114 0.24
H 0.7297 0.4543 2.5994 0.043 -0.297 -0.016 0.22
H -0.6079 -0.6406 2.0989 0.558 -0.536 0.163 0.22
H 2.0921 -0.8551 1.3108 0.122 0.092 -0.284 0.21
H 1.4369 -0.0393 -0.0851 -0.283 0.053 0.150 0.22
H -0.4971 -3.4149 -2.3656 -0.162 -0.165 0.004 0.38
H 0.4865 -4.1433 -1.2660 -0.053 -0.031 0.048 0.38
H -0.6366 -1.4123 -1.1044 0.313 0.083 -0.793 0.19
H 1.0884 -2.9059 0.8721 0.467 -0.206 -0.461 0.20
H -2.0713 1.4305 2.2783 -0.327 0.218 -0.082 0.42
H -2.3047 0.2234 1.1843 -0.629 0.207 0.190 0.48
H -2.4318 1.7621 0.6363 -0.273 0.159 0.115 0.45
H -0.4442 -3.2783 3.5781 -0.054 -0.001 0.074 0.48
H -0.7455 -4.1098 2.3490 -0.085 -0.012 -0.102 0.48
O -1.0350 -3.3200 2.8181 0.247 -0.061 0.261 -0.95
H -3.1627 -2.8685 2.4190 0.558 -0.823 -0.362 0.50
H -3.1667 -3.0614 0.8185 0.261 -0.527 0.491 0.49
O -3.3750 -2.4948 1.5635 -0.651 0.525 -0.486 -0.99
H -3.9062 -0.7441 2.7389 -0.401 -0.422 -0.199 0.49
H -4.6493 -0.4484 1.3890 0.001 -0.517 0.319 0.50
O -3.9890 -0.1326 2.0102 -0.315 1.568 0.200 -0.97
H 0.7326 3.1516 -1.4370 -0.308 0.279 0.113 0.47
H 1.9028 2.1867 -1.6355 -1.722 -0.251 -0.418 0.54
O 0.8962 2.2432 -1.6866 1.248 0.150 0.159 -1.00
H -3.1581 1.2916 -1.9200 -0.217 -0.037 0.357 0.49
H -1.8394 0.6939 -2.0936 0.256 0.002 0.084 0.50
O -2.4660 0.8889 -1.3760 -0.223 0.152 -0.680 -0.99
H 4.3151 -0.4902 -0.5928 0.059 -0.315 0.401 0.47
H 4.7063 -1.8678 -1.2088 -0.116 0.049 0.187 0.49
O 4.7157 -0.9170 -1.3523 -0.048 0.315 -0.436 -0.95
H -0.9338 2.2941 -4.0762 0.130 0.049 0.102 0.47
H -0.1662 1.5368 -2.9505 0.442 0.547 -0.336 0.50
O -0.6706 1.4204 -3.7755 -0.486 -0.630 0.162 -0.99
H 3.3110 0.2512 -2.2760 0.395 -0.407 -0.403 0.50
H 2.9386 0.9112 -3.6409 0.107 -0.147 -0.010 0.49
O 2.8380 0.9785 -2.6890 0.097 0.145 0.224 -0.98
H 2.9638 3.9935 -0.1389 0.713 0.017 -0.079 0.49
H 3.9410 2.7265 -0.2989 0.281 0.661 -0.108 0.50
O 3.0541 3.0379 -0.1108 -0.575 -0.562 0.205 -0.97


Sequential HOMO level output: -8.04, -4.08, -10.74 eV